No. 1
Below is a single C3H2ClN3O molecule at a distorted geometry, with properties calculated with ωB97M-V with the def2-TZVPD basis set.

For the orbital gap (alpha / beta), the calculation gives 0.24778 / 0.28464 hartree. As for the charge: 0. As for the expectation value of S²: 2.063. As for the multiplicity: 3.

Atoms and positions in Å:
C (0.52610, 0.68255, 0.10550)
C (0.33933, -0.71383, 0.00480)
C (2.87737, 0.28722, -0.13710)
N (1.62689, 1.33536, -0.00183)
N (1.37380, -1.53474, -0.09793)
N (2.61277, -1.07937, -0.04019)
O (3.53247, -1.89490, 0.14370)
Cl (4.40464, 0.91034, -0.03644)
H (-0.44949, 1.11672, 0.07162)
H (-0.63763, -1.00746, -0.22595)

Atomic forces in eV per Å
C 0.4 0.0 -0.8
C 2.4 0.4 -0.4
C -2.6 3.3 0.0
N 2.3 -1.9 0.1
N 0.4 -1.3 0.3
N -2.1 -0.9 0.4
O 0.5 0.1 -0.2
Cl 0.1 0.0 0.1
H -0.2 1.6 0.4
H -1.1 -1.2 0.0

***

No. 2
Below is 18 unconnected molecules or ions with the total composition C3H41O18 at a distorted geometry, with properties calculated with ωB97M-V with the def2-TZVPD basis set.

For the orbital gap, the calculation gives 0.26896 hartree. As for the charge: -1.

Atoms and positions in Å:
C (1.03110, -1.21524, 1.43439)
C (0.11410, -0.22024, 0.69839)
C (0.15610, 1.18276, 1.34439)
O (0.59310, -0.15424, -0.61961)
H (2.06210, -0.86424, 1.48239)
H (0.99610, -2.21124, 0.95239)
H (0.84310, -1.29124, 2.48339)
H (-0.89790, -0.69224, 0.52739)
H (1.17710, 1.58176, 1.29139)
H (-0.28490, 1.08376, 2.33839)
H (-0.47590, 1.87176, 0.91439)
O (3.58610, 1.60476, 1.74239)
H (2.72810, 1.17676, 1.68439)
H (3.32510, 2.55176, 1.86839)
O (1.60310, -3.56524, -2.05061)
H (2.05910, -2.81924, -1.68861)
H (1.35510, -4.07524, -1.29861)
O (3.01710, -1.63824, -0.88061)
H (3.42310, -1.07324, -1.55861)
H (2.22710, -1.10424, -0.62861)
O (-2.05390, 4.62776, 0.06639)
H (-1.89490, 4.08776, 0.83939)
H (-2.77390, 4.25476, -0.42861)
O (-3.25190, 0.26176, 2.47839)
H (-4.18390, 0.45076, 2.55039)
H (-3.11890, -0.62624, 2.22839)
O (-2.24990, 3.02176, 2.34939)
H (-2.98990, 3.47276, 2.76639)
H (-2.37490, 2.10576, 2.62639)
O (5.11910, 0.21576, -0.16061)
H (5.23510, -0.77624, -0.21161)
H (4.49410, 0.33376, 0.57039)
O (-2.50190, -2.26224, 1.41839)
H (-1.80490, -2.69324, 0.92439)
H (-3.09190, -2.98524, 1.35339)
O (-0.95890, -3.54024, -0.34861)
H (-0.86090, -2.83224, -1.05561)
H (-0.65490, -4.26424, -0.88961)
O (-0.83090, -1.59924, -2.29261)
H (-0.10290, -1.16024, -1.82461)
H (-1.63990, -1.14424, -2.00361)
O (-0.11990, 0.65976, -4.11561)
H (0.37710, -0.15424, -4.17161)
H (-0.31190, 0.75976, -3.16661)
O (-3.02890, -0.61424, -0.86361)
H (-2.97790, 0.34276, -0.73461)
H (-2.70990, -1.06324, -0.07061)
O (-2.84290, 1.85176, -0.11761)
H (-2.33590, 1.87076, 0.68639)
H (-3.76990, 2.06976, 0.08239)
O (-0.65190, 1.95776, -1.74661)
H (-1.59090, 1.95776, -1.59061)
H (-0.33690, 1.35476, -1.06261)
O (2.62110, 1.43476, -1.10161)
H (3.44410, 0.91776, -0.95061)
H (1.85810, 0.85276, -0.98961)
O (1.38710, -4.92924, 0.46339)
H (1.18010, -5.84724, 0.28939)
H (0.50110, -4.55324, 0.60939)
O (0.78410, 4.29376, -0.76061)
H (0.63010, 3.32176, -0.89161)
H (1.74710, 4.43776, -0.78961)

Atomic forces in eV per Å
C -0.3 0.0 0.1
C 0.8 -0.8 -1.7
C 0.3 -2.5 1.2
O 0.5 0.3 0.0
H 0.2 0.1 -0.7
H 0.1 0.6 0.3
H -0.8 -0.4 0.9
H 0.5 0.8 1.3
H -0.6 0.0 0.2
H 0.7 0.1 0.6
H -1.1 1.6 -1.6
O -0.3 1.3 0.8
H 0.0 -0.2 -0.1
H 0.5 -1.2 -0.4
O -0.8 -0.8 -1.8
H 0.8 1.0 0.5
H 0.2 -0.6 0.9
O 0.2 0.5 -0.2
H -0.1 -0.3 0.2
H -0.3 0.0 -0.1
O 0.2 1.3 -0.1
H -0.1 -0.3 0.0
H -0.2 -0.5 -0.1
O 0.2 2.5 0.9
H -0.3 -0.3 -0.1
H 0.3 -2.0 -0.7
O -0.2 0.0 0.6
H 0.0 0.3 -0.1
H 0.2 -0.4 0.1
O 0.5 -1.8 -0.1
H -0.3 1.7 0.1
H 0.2 0.3 0.1
O 0.1 0.7 0.6
H 1.4 0.1 -0.5
H -1.7 -1.0 0.2
O 0.0 0.3 -0.4
H -0.1 0.5 0.0
H -0.1 -0.7 -0.2
O -0.6 -1.3 -0.3
H 0.3 0.7 0.6
H 0.1 0.2 0.0
O 0.0 0.2 -0.2
H 0.0 -0.3 0.0
H 0.1 0.3 -0.3
O -0.5 -0.8 -0.8
H 0.2 -0.1 0.4
H -0.2 0.3 0.1
O -1.4 0.4 -1.1
H 0.0 0.2 0.7
H 0.7 -0.1 0.2
O 0.1 0.4 -0.3
H -0.5 0.4 -0.1
H 0.7 -1.0 -0.1
O 1.6 0.6 -0.2
H -0.8 0.6 -0.1
H -0.7 -0.7 0.2
O -0.6 -0.1 0.2
H 0.3 -0.5 0.0
H 0.4 0.4 0.1
O 0.5 -0.6 0.2
H 0.3 1.2 -0.2
H -0.6 -0.5 -0.1

***

No. 3
Below is 2 unconnected molecules or ions with the total composition C17H19FN3O2 at a distorted geometry, with properties calculated with ωB97M-V with the def2-TZVPD basis set.

For the orbital gap, the calculation gives 0.34568 hartree. As for the charge: +1.

Atoms and positions in Å:
C (1.61335, -2.01993, 1.57245)
O (0.84947, -1.43373, 0.50744)
C (1.50126, -0.74962, -0.47010)
C (0.81553, -0.60018, -1.68422)
N (-0.53073, -1.13822, -1.83121)
C (-1.48741, -1.00990, -0.90054)
N (-2.55951, -1.71919, -1.16030)
C (-3.75214, -1.91507, -0.34329)
C (-2.36725, -2.24328, -2.45404)
C (-1.16122, -1.85522, -2.89119)
C (1.29766, 0.25379, -2.67107)
O (0.38706, 0.51412, -3.64541)
C (0.75277, 1.30625, -4.78064)
C (2.61396, 0.78490, -2.57216)
C (3.34129, 0.52210, -1.40439)
C (2.81526, -0.24553, -0.36868)
H (0.95832, -2.76854, 2.02014)
H (2.51299, -2.49496, 1.15785)
H (1.86599, -1.25593, 2.32317)
H (-3.63645, -1.50440, 0.66421)
H (-4.62044, -1.44674, -0.81971)
H (-3.93936, -2.99037, -0.26003)
H (-3.14667, -2.84765, -2.88469)
H (-0.69435, -2.03811, -3.84761)
H (-0.12849, 1.24155, -5.41670)
H (0.94604, 2.34762, -4.48190)
H (1.62682, 0.86952, -5.28343)
H (3.04323, 1.36755, -3.39101)
H (4.34065, 0.94448, -1.28582)
H (3.41692, -0.51100, 0.50441)
F (-1.40891, -0.23617, 0.12430)
N (-0.42186, 1.13211, 2.92968)
C (-0.11976, 2.41331, 2.78553)
C (-0.05515, 3.27721, 3.90540)
C (-0.40942, 2.77699, 5.17232)
C (-0.87325, 1.45303, 5.24816)
C (-0.91154, 0.67071, 4.07295)
H (0.11851, 2.77654, 1.77277)
H (0.27700, 4.30197, 3.75586)
H (-0.36046, 3.41646, 6.06733)
H (-1.20330, 1.00511, 6.18130)
H (-1.30642, -0.35157, 4.08290)

Atomic forces in eV per Å
C 0.1 0.3 -0.1
O 0.4 -0.1 -0.5
C 0.6 -0.6 0.1
C -0.7 0.4 0.4
N -1.0 0.3 0.0
C 0.8 0.1 0.4
N 0.0 -0.2 -1.0
C -0.5 -0.1 0.2
C -0.4 0.0 0.6
C 0.9 -0.1 0.4
C 0.8 0.6 -0.5
O 0.5 -0.2 0.1
C 0.1 -0.1 0.2
C -0.9 -0.3 0.0
C -0.2 -0.1 -0.3
C -0.5 -0.3 0.2
H 0.2 0.1 -0.1
H -0.2 0.1 0.3
H 0.0 -0.2 -0.3
H 0.2 0.0 -0.3
H 0.3 0.0 0.1
H 0.1 0.2 0.0
H 0.1 0.1 -0.2
H 0.1 0.0 0.3
H 0.2 0.2 -0.1
H 0.0 -0.3 -0.1
H -0.2 0.2 0.1
H -0.3 -0.1 0.4
H -0.3 -0.2 -0.1
H -0.3 0.4 -0.3
F 0.1 0.0 0.2
N -1.1 -0.5 -1.3
C 0.5 0.7 1.3
C -0.2 -0.5 -0.3
C 0.0 -0.2 -0.6
C -0.1 -0.1 -0.6
C 0.7 0.9 1.1
H 0.0 -0.3 0.6
H -0.2 -0.2 0.2
H 0.0 -0.4 -0.5
H 0.0 0.2 -0.1
H 0.3 0.3 0.0

***

| no. | E_tot (eV) |
| --- | --- |
| 1 | -22176.71143 |
| 2 | -40634.00160 |
| 3 | -29212.48480 |